# C8H26IN2O4

5 unconnected molecules or ions with the total composition C8H26IN2O4 in a non-equilibrium geometry (ωB97M-V/def2-TZVPD, OMol25).

LUMO level in eV: 3.0
Charge: -1
Orbital gap in Ha: 0.27576
HOMO level in eV: -4.53
Strongest force on any atom in eV Å⁻¹: 3.30
2S+1: 1
ΔE to the lowest compared entry with this formula, charge and spin in kJ/mol: 80.8

Geometry as XYZ:
```
41
Properties=species:S:1:pos:R:3:forces:R:3
I -1.41167 -0.22393 2.04164 0.018 -0.027 0.032
C 2.77163 -0.49650 4.57519 0.904 0.449 0.130
C 3.18139 -0.37114 3.10339 -1.168 -0.673 -0.095
C 3.02573 -1.73297 2.36254 0.626 0.036 0.019
O 3.97250 -1.80494 1.28794 0.330 -0.655 0.012
C 4.14386 -3.07229 0.62411 -0.240 0.712 1.042
N 2.29596 0.67987 2.62923 -0.036 0.170 -0.475
H 1.71079 -0.71611 4.69565 0.007 0.014 -0.060
H 3.00481 0.50389 4.93977 -0.479 0.032 0.451
H 3.36519 -1.17526 5.18762 0.032 -0.315 -0.242
H 4.19931 0.01570 3.05558 0.242 -0.494 -0.208
H 2.03693 -1.96514 1.96695 -0.409 0.685 -0.019
H 3.15449 -2.48522 3.14075 0.726 -0.595 -0.116
H 5.04021 -2.97654 0.01134 -0.320 0.076 -0.271
H 3.25386 -3.38285 0.07681 -0.034 0.294 -0.397
H 4.33739 -3.88537 1.32378 0.097 -0.011 0.447
H 2.27240 0.70872 1.61992 0.251 0.080 -0.309
H 1.36613 0.35392 2.85124 -0.584 0.264 0.052
C -3.22749 3.94633 -3.22442 -0.133 -0.367 -0.680
C -2.53837 2.74291 -3.90630 -0.564 -0.378 3.231
C -3.28619 1.34711 -3.67624 0.261 1.698 1.575
O -3.30566 0.87390 -2.30843 -0.085 1.296 -1.357
C -2.04964 0.52513 -1.78484 0.120 -0.250 0.367
N -2.32730 2.99181 -5.28296 -0.057 -0.763 -1.209
H -3.40889 3.85916 -2.15315 -0.034 -0.290 -0.160
H -4.15170 4.13529 -3.77053 -0.462 -0.176 0.229
H -2.67241 4.86819 -3.39813 0.475 -0.056 0.119
H -1.54110 2.64454 -3.47749 -0.013 -0.089 0.778
H -2.83066 0.57762 -4.29952 -0.259 0.003 -0.401
H -4.32958 1.60980 -3.85070 -0.083 -0.684 -0.621
H -1.58445 -0.23499 -2.41248 0.017 -0.523 0.203
H -2.26208 0.22000 -0.76021 0.333 -0.470 -0.198
H -1.29862 1.31012 -1.69610 -0.237 0.609 -0.155
H -1.45242 2.48895 -5.32559 0.332 0.461 -1.716
H -2.20335 3.97914 -5.45593 0.352 -0.025 -0.079
O 0.03793 -2.34347 -0.49735 0.443 -0.382 -0.758
H 0.19583 -3.20034 -0.10104 -0.029 -0.160 0.124
H -0.40382 -1.84038 0.18675 -0.397 0.575 0.626
O -2.06919 -3.05856 4.01531 0.015 -0.842 0.554
H -2.96383 -3.02715 4.35425 -0.167 0.053 0.051
H -2.04791 -2.38895 3.33166 0.209 0.719 -0.516
```
Forces are in eV/Å.

Atom charges from the Löwdin analysis, given in e for atoms 1 to 2: I -0.1062; C -0.0842